Record 1
Here is a structure of composition C2H5NO2S in a non-equilibrium geometry from the OMol25 dataset. Energies are from the ωB97M-V functional and the def2-TZVPD basis.

Last column: Löwdin charge in e.
Cartesian coordinates (Å):
C -0.250 0.944 -1.132  -0.015
H -0.493 1.733 -0.513  0.038
C 0.805 -0.167 1.291  -0.179
S -0.842 -0.655 -0.783  0.551
H 0.379 1.123 -2.086  0.113
O -1.909 -0.718 0.183  -0.301
O -0.819 -1.547 -1.902  -0.288
N 0.663 -0.403 -0.095  -0.168
H 0.244 0.603 1.900  0.110
H 1.845 0.070 1.373  0.079
H 0.377 -0.982 1.764  0.060

The highest occupied orbital energy is -10.37 eV. The calculation puts the energy above the lowest of the compared OMol25 structures with the same formula, charge and spin at 91.4 kcal per mole. The value obtained for the largest force on an atom is 4.81 eV/Å. As for the lowest unoccupied orbital energy: 0.0 eV.

***

Record 2
Here is the molecule C2H5NO2S in a non-equilibrium geometry from the OMol25 dataset. Energies are from the ωB97M-V functional and the def2-TZVPD basis.

Last column: Löwdin charge in e.
Cartesian coordinates (Å):
H 1.601 1.073 -1.953  0.014
H 1.618 -1.390 -0.451  0.068
S 1.167 -0.107 -0.203  0.736
O -1.166 -1.133 -1.201  0.116
H -1.225 1.226 0.640  0.096
C -0.712 -0.424 -0.394  -0.487
C -1.423 0.172 0.828  -0.026
O 1.236 0.068 1.247  -0.420
H -0.733 0.026 1.677  0.070
N 2.032 0.814 -1.061  -0.267
H -2.395 -0.325 0.872  0.100

The highest occupied orbital energy is -9.66 eV. The calculation puts the energy above the lowest of the compared OMol25 structures with the same formula, charge and spin at 81.0 kcal per mole. The SMILES is CC(=O)[S@@H](=N)=O. The value obtained for the largest force on an atom is 2.40 eV/Å. As for the lowest unoccupied orbital energy: 0.1 eV.

***

Record 3
Here is the molecule C2H5NO2S2 in a non-equilibrium geometry from the OMol25 dataset. Energies are from the ωB97M-V functional and the def2-TZVPD basis.

Last column: Löwdin charge in e.
Cartesian coordinates (Å):
S -1.411 -1.382 -1.398  0.412
H 0.708 1.221 0.192  0.064
O -0.544 -1.183 -2.580  -0.428
C 0.675 -0.943 0.033  -0.211
O -2.816 -1.621 -1.574  -0.329
H 1.378 -1.204 -0.779  0.104
H -0.620 0.384 1.014  0.108
N -0.697 -1.896 -0.172  -0.221
C 0.063 0.385 0.084  -0.520
S -1.280 0.900 -1.066  0.877
H 1.130 -1.294 0.991  0.121
H -0.368 0.879 -2.198  0.023

The highest occupied orbital energy is -9.87 eV. The calculation puts the energy above the lowest of the compared OMol25 structures with the same formula, charge and spin at 76.2 kcal per mole. The value obtained for the largest force on an atom is 4.56 eV/Å. As for the lowest unoccupied orbital energy: 0.1 eV.

***

Record 4
Here is the molecule C2H5NO2S2 in a non-equilibrium geometry from the OMol25 dataset. Energies are from the ωB97M-V functional and the def2-TZVPD basis.

Last column: Löwdin charge in e.
Cartesian coordinates (Å):
H 2.634 -0.420 -1.380  0.112
S 0.399 2.120 0.078  0.201
H -3.422 0.659 1.168  0.072
C -2.402 0.494 1.030  0.102
H 1.640 -0.462 0.297  0.010
C 1.622 -0.573 -0.758  -0.233
O -0.931 -0.396 -0.532  -0.396
N -2.203 0.193 -0.275  -0.411
S 0.267 0.746 -1.188  0.486
H 1.257 -1.502 -1.018  -0.004
H -1.627 0.315 1.730  0.065
O -3.023 0.208 -1.197  -0.006

The highest occupied orbital energy is -9.05 eV. The calculation puts the energy above the lowest of the compared OMol25 structures with the same formula, charge and spin at 118.5 kcal per mole. The value obtained for the largest force on an atom is 4.24 eV/Å. As for the lowest unoccupied orbital energy: 0.0 eV.

***

Record 5
Here is a cluster of 3 separate species, C2H5NO2S2 in total in a non-equilibrium geometry from the OMol25 dataset. Energies are from the ωB97M-V functional and the def2-TZVPD basis.

Last column: Löwdin charge in e.
Cartesian coordinates (Å):
O 1.622 -1.016 3.818  0.215
C -1.391 1.186 -2.806  -0.278
C 1.648 0.075 4.159  -0.470
N -0.250 1.502 -2.395  -0.460
S -1.133 -2.454 0.252  0.543
H -0.735 -1.297 0.708  -0.258
H -1.646 2.033 -3.340  0.027
O 1.636 1.169 4.378  0.255
S 0.685 0.385 -1.510  0.780
H -0.195 -3.144 0.652  -0.301
H -2.029 0.346 -2.647  0.039
H 1.788 1.215 -1.271  -0.092

The multiplicity is 3. The highest occupied orbital energy (alpha / beta) is -5.49 / -9.54 eV. The calculation puts the energy above the lowest of the compared OMol25 structures with the same formula, charge and spin at 19.3 kcal per mole. Its expectation value of S² is 2.01. The value obtained for the largest force on an atom is 11.60 eV/Å. As for the lowest unoccupied orbital energy (alpha / beta): 0.2 / -2.7 eV.

***

Record 6
Here is a cluster of 2 separate species, C2H5NO3 in total in a non-equilibrium geometry from the OMol25 dataset. Energies are from the ωB97M-V functional and the def2-TZVPD basis.

Last column: Löwdin charge in e.
Cartesian coordinates (Å):
O -0.312 -0.720 -0.303  -0.119
O -2.488 -1.299 -0.259  0.127
H -1.665 0.824 0.269  0.089
H 0.068 1.298 0.200  0.087
C -0.644 0.460 0.533  -0.058
N 2.803 1.365 0.038  0.084
C -1.407 -1.549 -0.484  -0.408
O 2.298 0.267 0.271  -0.032
H 2.996 1.658 -0.778  -0.026
H -1.107 -2.480 -1.078  0.160
H -0.542 0.177 1.591  0.096

The highest occupied orbital energy (alpha / beta) is -9.70 / -9.70 eV. The calculation puts the energy above the lowest of the compared OMol25 structures with the same formula, charge and spin at 119.7 kcal per mole. The SMILES is COC=O.N=O. The value obtained for the largest force on an atom is 11.88 eV/Å. As for the lowest unoccupied orbital energy (alpha / beta): -0.6 / -0.6 eV.

***

Record 7
Here is a structure of composition C2H5NO3S in a non-equilibrium geometry from the OMol25 dataset. Energies are from the ωB97M-V functional and the def2-TZVPD basis.

Last column: Löwdin charge in e.
Cartesian coordinates (Å):
H -1.490 0.569 2.440  0.076
H 0.383 -0.170 -2.934  0.102
S 0.216 0.418 1.030  0.584
H 1.370 -0.813 -1.503  0.111
C 0.643 -0.067 -1.867  -0.041
O 1.475 -0.275 1.151  -0.385
H 1.018 1.017 -1.650  0.142
H -0.991 -1.215 1.953  0.104
C -0.517 -0.319 -1.041  -0.315
O 0.247 1.869 1.035  -0.381
O -1.558 -0.818 -0.874  0.132
N -0.795 -0.195 2.262  -0.129

The highest occupied orbital energy is -8.70 eV. The calculation puts the energy above the lowest of the compared OMol25 structures with the same formula, charge and spin at 68.1 kcal per mole. The value obtained for the largest force on an atom is 4.57 eV/Å. As for the lowest unoccupied orbital energy: 0.3 eV.

***

Record 8
Here is a cluster of 2 separate species, C2H5NO4 in total in a non-equilibrium geometry from the OMol25 dataset. Energies are from the ωB97M-V functional and the def2-TZVPD basis.

Last column: Löwdin charge in e.
Cartesian coordinates (Å):
H 0.130 -1.982 2.674  0.142
C 0.433 -1.188 1.975  -0.303
O 0.938 0.490 -0.175  0.167
O -0.760 -0.500 -1.244  0.128
N -0.026 -1.403 0.714  0.147
O 1.062 -0.223 2.339  0.048
H -0.852 3.046 -2.746  0.034
C 0.015 -0.413 -0.339  -0.564
H -0.312 -2.336 0.467  0.149
H 1.257 0.526 0.752  0.098
H -1.298 1.668 -2.247  0.019
O -0.587 2.316 -2.171  -0.066

The highest occupied orbital energy is -10.96 eV. The calculation puts the energy above the lowest of the compared OMol25 structures with the same formula, charge and spin at 22.5 kcal per mole. The SMILES is O=CNC(=O)O.O. The value obtained for the largest force on an atom is 1.23 eV/Å. As for the lowest unoccupied orbital energy: 0.6 eV.